Entry 1:
ORCA calculation (ωB97M-V/def2-TZVPD) on a 2-piece molecular cluster, C6H13BrCl2NO overall in a non-equilibrium geometry.

Values from the calculation:
- largest force on an atom (eV/Å) = 4.208
- LUMO energy (alpha / beta) (eV) = -4.473 / -6.794
- ΔE to the lowest compared entry with this formula, charge and spin (kcal/mol) = 52.10

ORCA input file:
```
! wB97M-V def2-TZVPD RIJCOSX def2/J DEFGRID3
* xyz 1 1
C -1.55 -0.94 -0.74
C 1.05 1.60 -2.09
C -0.04 -1.01 1.25
C 0.50 -2.40 1.08
C -0.69 1.95 1.02
C -0.20 1.09 -0.06
N -0.31 -0.39 -0.04
O 0.30 1.84 -0.99
Cl 1.92 -2.34 -0.01
Cl -2.39 1.26 1.53
Br 3.23 1.07 0.82
H -1.51 -1.98 -0.63
H -2.57 -0.62 -0.19
H -1.57 -0.51 -1.85
H 0.72 0.74 -2.74
H 2.14 1.45 -1.88
H 1.04 2.51 -2.70
H 0.71 -0.36 1.66
H -0.94 -1.10 1.80
H -0.13 -3.14 0.81
H 0.74 -2.84 2.11
H 0.06 1.92 1.91
H -0.95 2.90 0.68
H 0.45 -0.70 -0.75
*
```

Entry 2:
ORCA calculation (ωB97M-V/def2-TZVPD) on CH3INOP as an isolated structure in a non-equilibrium geometry.

Values from the calculation:
- largest force on an atom (eV/Å) = 2.942
- LUMO energy (alpha / beta) (eV) = -1.575 / -1.574
- ΔE to the lowest compared entry with this formula, charge and spin (kcal/mol) = 76.45

ORCA input file:
```
! wB97M-V def2-TZVPD RIJCOSX def2/J DEFGRID3
* xyz 0 1
C 1.22 -0.07 0.12
N 0.74 -0.24 -0.94
O -1.72 -1.17 -1.19
P -0.44 -1.20 -1.87
I 1.99 -0.83 1.77
H -0.75 1.63 2.13
H -0.41 -0.22 -2.78
H -0.63 2.10 2.75
*
```

Entry 3:
ORCA calculation (ωB97M-V/def2-TZVPD) on an isolated molecule of CH4N6 in a non-equilibrium geometry.

Values from the calculation:
- largest force on an atom (eV/Å) = 8.958
- LUMO energy (eV) = 0.519
- ΔE to the lowest compared entry with this formula, charge and spin (kcal/mol) = 68.07
- SMILES = [H]/N=c1/[nH]nnn1N

ORCA input file:
```
! wB97M-V def2-TZVPD RIJCOSX def2/J DEFGRID3
* xyz 0 1
C -0.56 0.47 -0.09
H 2.21 -0.31 1.06
H 2.06 0.63 -0.51
H -2.67 -0.08 0.15
H 0.07 2.27 -0.40
N 1.99 -0.37 0.01
N 0.56 -0.48 -0.24
N -0.05 -1.71 -0.06
N -1.25 -1.67 0.05
N -1.56 -0.41 -0.09
N -0.80 1.65 0.11
*
```

Entry 4:
ORCA calculation (ωB97M-V/def2-TZVPD) on an isolated molecule of C3H4N2O3 in a non-equilibrium geometry.

Values from the calculation:
- largest force on an atom (eV/Å) = 5.008
- LUMO energy (eV) = 0.521
- ΔE to the lowest compared entry with this formula, charge and spin (kcal/mol) = 194.73
- SMILES = C1=N\O/C=N\OCO/1

ORCA input file:
```
! wB97M-V def2-TZVPD RIJCOSX def2/J DEFGRID3
* xyz 0 1
C -0.18 1.31 -0.16
C -1.65 -0.59 0.35
C 1.61 -0.82 -0.10
H -0.52 2.41 -0.43
H 0.19 0.99 -1.01
H -2.88 -1.02 0.59
H 2.57 -1.29 -0.81
N -0.63 -1.47 0.72
N 1.92 0.35 0.39
O -1.60 0.60 -0.15
O 0.42 -1.38 -0.27
O 0.77 0.92 0.90
*
```

no.,M (g mol⁻¹),calculated total energy (eV)
1,266.0,-105046.4629
2,202.9,-22009.2308
3,100.1,-10037.3731
4,116.1,-12290.5510